Record 1
DFT (the ωB97M-V functional and the def2-TZVPD basis) results for a cluster of 2 separate species, C6H11N3O3 in total.

Cartesian coordinates (Å):
H -0.0958 -0.5146 -1.3597
N -0.8978 -0.1165 -0.8813
C -1.4260 0.8710 -1.5203
N -2.4727 1.5828 -1.0359
C -0.9853 1.3684 -2.8909
O -1.1394 2.5114 -3.2343
O -0.4105 0.4584 -3.6905
H -2.6882 1.4720 -0.0531
H -2.6365 2.4895 -1.4515
H -0.5208 -0.4296 -3.3122
C 2.9816 -1.9187 2.5454
N 1.8078 -1.2016 2.1278
C 1.5624 -0.2078 1.0878
C 0.0886 -0.1824 1.5543
C 0.5222 -1.2313 2.5903
O -0.0022 -1.8604 3.4760
H 2.8394 -2.9972 2.4358
H 3.2217 -1.7014 3.5983
H 3.8312 -1.6143 1.9223
H 1.7298 -0.5799 0.0720
H 2.1170 0.7278 1.2318
H -0.2586 0.7688 1.9801
H -0.6451 -0.5453 0.8514

Calculated values
HOMO = -9.1 eV
Frontier orbital gap = 9.3 eV
SMILES = [H]/N=C(/N)C(=O)O.CN1CCC1=O

Record 2
DFT (the ωB97M-V functional and the def2-TZVPD basis) results for an isolated molecule of C18H19NO5S.

Cartesian coordinates (Å):
C -2.0749 -3.4406 -1.0054
O -0.9403 -2.8579 -0.9433
C -1.0150 -1.5099 -1.2056
O -1.9765 -1.1011 -1.7354
C 0.2459 -0.6701 -1.0390
C 1.3089 -1.3606 -0.4782
C 2.5719 -0.7887 -0.0616
O 3.6161 -1.2903 0.4954
C 3.4709 -2.5880 0.8332
C 2.5820 0.8533 -0.2623
O 3.8026 1.0820 0.0281
C 3.9406 2.5388 -0.0635
C 1.4623 1.4337 -0.9214
C 0.3885 0.5103 -1.2307
N -0.6849 1.4902 -1.6138
C -1.2648 2.5792 -1.4320
O -2.2497 3.0239 -1.8135
C -0.7029 3.1973 -0.0422
S -0.3463 2.4164 1.4993
C -1.5703 1.0659 1.2749
C -2.9281 1.3437 1.0348
C -3.7006 0.2994 0.9529
C -3.3758 -0.9895 1.5901
C -2.0338 -1.0361 1.6755
C -1.0506 -0.1340 1.8781
H -2.0282 -3.6514 -2.1657
H -2.8625 -2.8037 -0.8155
H -1.9774 -4.4018 -0.5595
H 1.2035 -2.5873 -0.2082
H 3.5185 -3.3704 -0.0202
H 4.4159 -2.8936 1.4073
H 2.6984 -3.0071 1.4837
H 5.0137 3.0274 0.3441
H 3.9263 2.9384 -1.2814
H 3.2320 3.1561 0.8054
H 1.6778 2.4305 -1.0063
H -1.3542 0.8085 -2.3605
H -1.5426 4.0348 0.2559
H 0.2772 4.0134 -0.4018
H -3.1172 2.3109 0.4339
H -4.6566 0.2830 0.5751
H -4.0934 -1.8973 1.5476
H -1.6883 -1.9979 2.2908
H -0.1182 -0.4596 2.2610

Calculated values
HOMO = -7.9 eV
Frontier orbital gap = 8.3 eV
SMILES = COC(=O)c1cc(OC)c(OC)cc1NC(=O)CSc1ccccc1

Record 3
DFT (the ωB97M-V functional and the def2-TZVPD basis) results for an isolated molecule of C20H20N2S2.

Cartesian coordinates (Å):
C 0.2499 -0.2530 -1.8736
C -1.0686 -0.7571 -1.3816
C -2.2448 -0.1999 -1.8694
C -3.4851 -0.6769 -1.4926
C -3.5741 -1.7499 -0.6219
C -2.4200 -2.3098 -0.1120
C -1.1712 -1.8053 -0.4640
N -0.0335 -2.4493 0.0724
C 1.1183 -1.9103 0.5554
S 2.4882 -2.8389 0.4711
N 1.0746 -0.6903 1.1567
C -0.1107 -0.3293 1.9262
C -0.9735 0.7622 1.3410
C -0.4226 1.8932 0.7561
C -1.2367 2.8836 0.2355
C -2.6129 2.7662 0.3149
C -3.1704 1.6577 0.9284
C -2.3558 0.6637 1.4374
C 2.3462 -0.1246 1.6013
C 3.2415 0.3037 0.4834
C 4.4089 -0.2667 0.0843
C 5.0341 0.4191 -0.9816
C 4.3410 1.5137 -1.3761
S 2.9102 1.7323 -0.4515
H 0.1573 0.0953 -2.8999
H 1.0143 -1.0262 -1.8348
H 0.5846 0.5853 -1.2647
H -2.1768 0.6175 -2.5723
H -4.3808 -0.2252 -1.8910
H -4.5373 -2.1474 -0.3395
H -2.4719 -3.1476 0.5691
H 0.0658 -3.4288 -0.1648
H 0.2229 -0.0112 2.9228
H -0.7229 -1.2246 2.0651
H 0.6489 2.0066 0.7021
H -0.7905 3.7507 -0.2284
H -3.2484 3.5383 -0.0924
H -4.2432 1.5630 1.0066
H -2.7983 -0.2009 1.9105
H 2.8911 -0.8715 2.1956
H 2.1186 0.7365 2.2334
H 4.8053 -1.1612 0.5284
H 5.9585 0.1037 -1.4309
H 4.5700 2.2141 -2.1544

Calculated values
HOMO = -8.1 eV
Frontier orbital gap = 8.7 eV
SMILES = Cc1ccccc1NC(=S)N(Cc1ccccc1)Cc1cccs1

Record 4
DFT (the ωB97M-V functional and the def2-TZVPD basis) results for an isolated molecule of C3H3N3O.

Cartesian coordinates (Å):
N 1.9446 0.4886 -0.0721
C 0.6177 0.2744 0.0737
N 1.0579 2.1877 -0.4460
N 0.1560 1.6914 0.1093
O -2.1875 0.3364 0.8072
C -1.6598 -0.6516 0.3359
C -0.2482 -0.7538 -0.0394
H 2.4525 -0.3208 -0.4442
H -2.2514 -1.5684 0.1411
H 0.1182 -1.6839 -0.4655

Calculated values
HOMO (alpha / beta) = -9.2 / -9.2 eV
Frontier orbital gap (alpha / beta) = 7.8 / 7.8 eV

Record 5
DFT (the ωB97M-V functional and the def2-TZVPD basis) results for a cluster of 3 separate species, C3H11NO2 in total.

Cartesian coordinates (Å):
C 2.2491 -0.0429 -1.3809
C 0.9691 -0.0522 -1.8268
N 0.1368 1.1372 -1.8574
C -0.9560 0.8931 -2.7645
H 2.5851 0.3432 -0.4457
H 3.0651 -0.6480 -1.8876
H 0.6169 -0.7466 -2.5617
H 0.1506 1.6174 -0.8902
H -1.3837 1.7406 -3.1818
H -0.5020 0.4722 -3.6528
H -1.6420 0.3224 -2.1812
O -1.8617 0.3109 4.4995
H -2.6536 0.6753 4.9139
H -2.0786 0.2109 3.5449
O 0.2571 -2.2690 2.9168
H -0.1476 -1.7718 3.5909
H 1.1953 -2.1927 3.1646

Calculated values
HOMO = -7.7 eV
Frontier orbital gap = 8.3 eV
SMILES = C=CNC.O.O

Record 6
DFT (the ωB97M-V functional and the def2-TZVPD basis) results for a structure of composition C43H57AsN4O5PPbS.

Cartesian coordinates (Å):
Pb 0.7525 1.1659 -1.4450
C 5.0366 1.7919 0.0570
C 5.7899 0.7207 -0.4083
C 5.2991 -0.2032 -1.3617
C 3.9691 0.0352 -1.7854
N 3.2358 1.0467 -1.2797
C 3.7467 1.9019 -0.4261
C 3.2347 -0.6976 -2.8222
C 3.9450 -1.4382 -3.8002
C 3.2584 -2.1369 -4.7864
C 1.8524 -2.1626 -4.6981
C 1.2590 -1.3781 -3.7398
N 1.8927 -0.6030 -2.8100
C -0.2038 -1.3978 -3.6145
C -0.9841 -2.2636 -4.4135
C -2.3620 -2.2394 -4.2415
C -2.9072 -1.5387 -3.1788
C -2.0660 -0.7152 -2.4407
N -0.7616 -0.6566 -2.6085
H 5.5031 2.4732 0.7645
H 6.8273 0.6541 -0.1239
H 5.9328 -0.9744 -1.8001
H 3.0539 2.6332 -0.0479
H 5.0391 -1.3511 -3.8198
H 3.8458 -2.7116 -5.4635
H 1.2494 -2.6124 -5.4854
H -0.5432 -2.9000 -5.1604
H -3.1328 -2.8009 -4.8050
H -3.9066 -1.4705 -2.9290
H -2.4213 -0.1455 -1.5905
O -0.4065 2.6578 -6.1661
C -0.3289 2.3217 -4.8288
O 0.7045 2.3317 -4.1767
C -1.6645 2.4973 -4.2185
C -2.8590 2.4990 -5.0050
C -4.0189 2.3489 -4.3349
C -4.0411 2.3152 -2.9767
C -2.8972 2.4447 -2.2019
N -1.6808 2.5108 -2.8434
C -2.8069 2.3556 -0.6204
O -3.8467 1.9338 -0.1563
O -1.4926 2.7222 -0.0640
H 0.3937 2.8834 -6.6388
H -2.8051 2.4725 -6.0566
H -5.0922 2.2209 -4.6474
H -4.8433 2.0688 -2.2917
C -2.5989 6.9817 2.3465
As -1.9158 6.2626 0.6189
C -1.0829 7.7329 -0.1588
C -3.2475 5.4723 -0.5522
S -0.4964 4.6543 0.8580
H -3.6265 7.3595 2.1875
H -2.0119 7.7241 2.8665
H -2.6829 6.1043 3.0013
H -1.5049 8.6432 0.2444
H -0.9924 7.7328 -1.2167
H -0.0642 7.7316 0.2683
H -4.1857 6.1185 -0.6731
H -3.4904 4.4578 -0.2249
H -2.7138 5.2839 -1.4804
O 0.5957 -0.1822 0.5081
P 0.8061 -1.3782 1.5118
C 1.5112 -0.6995 2.9826
C 1.2534 -1.5676 4.2745
C 0.2992 -0.8501 5.3074
C 0.8748 0.5360 5.7561
C 1.5175 1.3101 4.5531
C 0.9734 0.7164 3.2716
C 2.0959 -2.4725 0.7767
C 1.5102 -3.2608 -0.4295
C 0.9509 -4.6098 -0.1069
C 2.0289 -5.3917 0.6962
C 2.3285 -4.7584 2.0201
C 2.9215 -3.3735 1.7186
C -0.8555 -2.0718 1.6847
C -1.9780 -0.9845 1.5645
C -3.2456 -1.1389 2.3426
C -3.7955 -2.6421 2.2897
C -2.6091 -3.6139 2.6206
C -1.2478 -2.9932 2.8569
H 2.5837 -0.6300 2.6896
H 2.2617 -1.6459 4.6857
H 0.8184 -2.5750 4.1089
H 0.2486 -1.5938 6.1880
H -0.6594 -0.7719 4.7941
H 1.6276 0.3943 6.6075
H 0.0180 1.0870 6.2622
H 2.6170 1.2179 4.6688
H 1.2104 2.3656 4.6284
H 1.2065 1.3363 2.3907
H -0.1052 0.6101 3.3052
H 2.6984 -1.6900 0.3986
H 2.2842 -3.4115 -1.1679
H 0.7760 -2.6328 -0.9325
H 0.6389 -5.0912 -1.0145
H 0.1030 -4.5952 0.5623
H 2.9976 -5.4450 0.1347
H 1.7606 -6.4054 0.8387
H 3.0790 -5.3486 2.5955
H 1.4415 -4.6403 2.6274
H 3.8692 -3.6293 1.1685
H 3.2503 -2.9183 2.6680
H -0.9454 -2.7090 0.7842
H -2.1225 -0.9031 0.5128
H -1.5299 0.0231 1.7358
H -4.0834 -0.4459 1.9953
H -3.0425 -0.9860 3.3641
H -4.3064 -2.9050 1.3766
H -4.6291 -2.6547 2.9750
H -2.4856 -4.4709 1.9241
H -2.9039 -4.1166 3.5171
H -0.5299 -3.7744 2.9768
H -1.2181 -2.4875 3.8367

Calculated values
HOMO (alpha / beta) = -15.7 / -15.7 eV
Frontier orbital gap (alpha / beta) = 4.1 / 4.1 eV
Charge = +3

Which formula does entry 2 have? C18H19NO5S